C37H67Br28IN5O as an isolated structure in a non-equilibrium geometry. Source: OMol25; level of theory: ωB97M-V/def2-TZVPD.

HOMO level in eV: -10.810
Electronic energy in a.u.: -74168.7094
Multiplicity: 1
Kohn-Sham gap in eV: 8.3
LUMO in Ha: -0.0935
Charge: +1

Last column: Löwdin charge in e.
Positions of all 139 atoms, in Å:
C1 2.685 2.737 -6.986  -0.02
C2 1.766 2.005 -6.630  -0.12
N1 0.542 1.448 -6.173  0.11
C3 0.201 1.118 -4.922  -0.26
N2 -1.121 0.604 -4.669  0.21
C4 -1.076 0.435 -3.273  -0.26
C5 -2.172 -0.050 -2.251  -0.02
C6 -2.430 1.187 -1.265  -0.36
C7 -2.442 2.687 -1.854  -0.09
N3 -2.593 1.054 0.003  0.08
N4 0.187 0.777 -2.793  -0.14
N5 1.019 1.222 -3.797  -0.14
C8 2.411 1.641 -3.549  -0.18
C9 2.769 1.942 -2.030  -0.79
O1 2.938 1.078 -1.196  -0.03
I1 2.985 4.006 -1.402  0.84
H1 3.456 3.504 -7.363  -0.07
H2 -0.176 1.278 -6.895  0.18
H3 -1.756 -0.937 -1.663  0.13
H4 -3.146 -0.322 -2.777  0.14
H5 -1.421 3.128 -1.602  0.09
H6 -3.307 3.303 -1.439  -0.01
H7 -2.532 2.695 -2.992  0.07
H8 -2.728 1.996 0.425  -0.15
H9 0.367 0.670 -1.790  0.15
H10 3.094 0.788 -3.887  0.12
H11 2.736 2.538 -4.168  0.11
Br1 1.478 -1.072 -3.059  1.10
C10 2.229 -2.851 -3.358  -0.61
C11 2.022 -3.740 -2.159  -0.67
Br2 3.275 -3.300 -0.736  0.59
H12 3.279 -2.715 -3.615  0.03
H13 1.695 -3.243 -4.225  0.07
H14 2.231 -4.781 -2.411  0.04
H15 1.021 -3.668 -1.735  0.05
Br3 5.012 -5.260 -4.497  0.62
C12 6.283 -5.328 -3.019  -0.67
C13 6.136 -6.601 -2.226  -0.68
Br4 4.579 -6.527 -1.059  0.57
H16 6.125 -4.430 -2.423  0.04
H17 7.267 -5.279 -3.488  0.06
H18 6.987 -6.737 -1.557  -0.03
H19 6.026 -7.488 -2.848  0.06
Br5 2.275 -7.783 1.760  0.60
C14 2.436 -6.641 3.331  -0.69
C15 2.956 -5.274 2.964  -0.68
Br6 4.876 -5.311 2.633  0.60
H20 3.072 -7.167 4.042  0.05
H21 1.426 -6.572 3.736  0.06
H22 2.825 -4.578 3.794  0.06
H23 2.488 -4.860 2.072  0.03
Br7 -6.708 3.122 -3.499  0.61
C16 -6.576 4.275 -1.933  -0.76
C17 -6.035 5.633 -2.298  -0.66
Br8 -4.107 5.570 -2.581  0.66
H24 -5.964 3.749 -1.203  -0.01
H25 -7.594 4.357 -1.554  0.02
H26 -6.179 6.338 -1.479  0.06
H27 -6.477 6.043 -3.205  0.05
Br9 7.926 -9.504 0.145  0.63
C18 9.005 -8.591 1.488  -0.71
C19 8.416 -7.251 1.840  -0.69
Br10 8.781 -5.930 0.453  0.65
H28 10.018 -8.526 1.091  0.06
H29 9.001 -9.252 2.355  -0.04
H30 8.881 -6.852 2.741  -0.01
H31 7.335 -7.278 1.976  0.03
Br11 8.662 -2.117 -0.635  0.58
C20 8.670 -1.705 1.269  -0.69
C21 7.535 -2.391 1.985  -0.70
Br12 5.839 -1.492 1.663  0.58
H32 8.643 -0.620 1.357  0.05
H33 9.629 -2.072 1.636  0.06
H34 7.680 -2.346 3.064  0.06
H35 7.403 -3.430 1.684  0.00
Br13 -7.601 3.214 1.052  0.69
C22 -6.641 3.468 2.724  -0.71
C23 -5.391 4.283 2.513  -0.65
Br14 -3.975 3.214 1.700  0.72
H36 -6.448 2.477 3.133  0.06
H37 -7.339 3.996 3.375  -0.07
H38 -4.984 4.616 3.469  0.04
H39 -5.543 5.147 1.869  0.06
Br15 -0.878 2.021 2.651  0.61
C24 0.176 2.958 3.993  -0.68
C25 -0.432 4.297 4.329  -0.69
Br16 -0.070 5.608 2.934  0.60
H40 1.191 3.032 3.606  0.05
H41 0.171 2.305 4.866  0.06
H42 0.020 4.709 5.231  0.06
H43 -1.513 4.258 4.455  0.05
Br17 11.116 -6.880 4.405  0.66
C26 10.039 -7.455 5.925  -0.67
C27 10.192 -8.933 6.176  -0.68
Br18 9.172 -9.986 4.891  0.68
H44 9.012 -7.158 5.717  0.05
H45 10.415 -6.881 6.772  0.06
H46 9.781 -9.201 7.150  0.06
H47 11.225 -9.274 6.117  0.05
Br19 6.145 3.375 -3.593  0.57
C28 7.127 3.652 -1.932  -0.69
C29 8.375 4.466 -2.163  -0.70
Br20 9.782 3.390 -2.972  0.61
H48 7.327 2.666 -1.514  0.06
H49 6.435 4.185 -1.278  0.04
H50 8.789 4.810 -1.215  0.06
H51 8.214 5.322 -2.816  0.05
Br21 3.893 5.342 -12.763  0.62
C30 5.114 5.230 -11.251  -0.70
C31 4.903 3.958 -10.470  -0.63
Br22 3.310 4.070 -9.347  0.79
H52 4.967 6.130 -10.656  0.05
H53 6.112 5.249 -11.689  0.06
H54 5.728 3.790 -9.777  0.07
H55 4.783 3.079 -11.102  0.06
Br23 -9.724 3.618 4.475  0.66
C32 -9.591 4.768 6.043  -0.66
C33 -9.056 6.130 5.682  -0.67
Br24 -7.127 6.082 5.395  0.65
H56 -8.976 4.242 6.771  0.06
H57 -10.611 4.846 6.424  0.04
H58 -9.202 6.830 6.505  0.06
H59 -9.501 6.541 4.778  0.06
Br25 -13.128 3.879 2.478  0.58
C34 -13.933 2.893 3.953  -0.70
C35 -14.901 3.753 4.724  -0.68
Br26 -13.963 5.000 5.894  0.60
H60 -13.115 2.512 4.563  0.04
H61 -14.452 2.056 3.485  0.01
H62 -15.511 3.143 5.390  0.06
H63 -15.552 4.347 4.085  0.05
Br27 -14.664 -0.178 1.305  0.62
C36 -13.912 -1.606 2.395  -0.69
C37 -14.954 -2.211 3.301  -0.69
Br28 -15.320 -1.056 4.828  0.60
H64 -13.067 -1.182 2.935  0.05
H65 -13.547 -2.346 1.682  0.06
H66 -14.594 -3.145 3.731  0.06
H67 -15.905 -2.389 2.802  0.05



C37H67F9IN3O14PS4 as an isolated structure in a non-equilibrium geometry. Source: OMol25; level of theory: ωB97M-V/def2-TZVPD.

HOMO level in eV: -10.917
Electronic energy in a.u.: -5797.5937
Multiplicity: 1
Kohn-Sham gap in eV: 7.4
LUMO in Ha: -0.1295
Charge: +1

Last column: Löwdin charge in e.
Positions of all 136 atoms, in Å:
C1 3.493 -2.729 -1.087  -0.10
C2 3.152 -1.476 -0.224  -0.17
C3 1.624 -1.556 0.087  -0.24
O1 0.905 -0.713 -0.789  -0.22
C4 -0.459 -0.348 -0.539  -0.35
C5 -1.072 -1.287 0.495  -0.09
C6 -2.564 -1.604 0.738  -0.36
O2 -3.568 -0.678 0.345  -0.15
C7 -2.790 -1.954 2.267  -0.24
N1 -2.743 -3.419 2.494  0.01
C8 -0.982 -0.686 -2.010  -0.60
I1 -0.288 -2.749 -2.633  1.22
S1 -2.747 -0.867 -2.522  0.60
C9 -2.729 -1.106 -4.350  -0.14
O3 -3.395 -2.096 -2.106  -0.37
O4 -3.652 0.246 -2.291  -0.36
N2 -0.249 0.054 -2.974  -0.11
C10 -0.077 1.492 -2.871  -0.37
C11 -1.378 2.065 -3.565  -0.20
O5 -1.185 3.307 -4.192  -0.20
C12 -2.197 3.446 -5.202  -0.04
S2 1.228 1.767 -4.190  0.77
O6 0.541 1.383 -5.409  -0.26
O7 1.714 3.094 -4.404  -0.23
C13 2.661 0.545 -4.203  -0.45
F1 3.747 1.310 -3.937  0.10
F2 2.631 -0.368 -3.228  0.10
C14 2.978 -0.052 -5.602  -0.40
F3 2.051 -0.928 -5.996  0.17
F4 3.113 0.928 -6.486  0.19
C15 4.350 -0.822 -5.681  -0.35
F5 4.358 -1.363 -6.918  0.16
F6 5.399 -0.010 -5.670  0.19
C16 4.566 -2.011 -4.702  -0.56
F7 5.058 -1.616 -3.532  0.17
F8 5.520 -2.781 -5.238  0.18
F9 3.511 -2.785 -4.531  0.19
C17 0.157 2.022 -1.414  -0.44
S3 2.066 2.127 -1.413  0.99
C18 -0.071 3.576 -1.394  -0.19
C19 -1.392 4.377 -1.442  -0.28
O8 -1.265 5.481 -2.334  -0.04
N3 -0.321 1.178 -0.217  -0.17
C20 0.572 1.236 0.961  -0.20
C21 0.738 2.680 1.630  -0.32
C22 1.084 2.602 3.145  0.04
O9 2.053 2.981 2.007  -0.13
P1 -1.939 1.814 0.461  0.63
S4 -2.341 1.412 2.311  0.45
H1 4.572 -2.882 -1.210  0.07
H2 3.100 -3.640 -0.605  0.08
H3 2.981 -2.682 -2.061  0.03
H4 3.444 -0.540 -0.717  0.09
H5 3.749 -1.588 0.693  0.10
H6 1.363 -2.625 0.013  0.10
H7 1.529 -1.328 1.165  0.13
H8 -0.740 -2.306 0.223  0.10
H9 -0.614 -1.221 1.492  0.11
H10 -2.893 -2.562 0.298  0.13
H11 -4.413 -1.143 0.308  0.12
H12 -3.821 -1.645 2.504  0.12
H13 -2.137 -1.374 2.941  0.08
H14 -3.341 -3.584 3.299  0.06
H15 -1.806 -3.633 2.822  0.04
H16 -3.303 -0.291 -4.817  0.08
H17 -1.724 -1.082 -4.785  0.03
H18 -3.207 -2.050 -4.625  0.08
H19 0.111 -0.432 -3.779  0.05
H20 -2.159 2.158 -2.785  0.11
H21 -1.755 1.374 -4.329  0.11
H22 -2.317 4.495 -5.484  0.10
H23 -3.158 3.106 -4.764  0.09
H24 -1.986 2.792 -6.064  0.10
H25 2.389 2.982 -0.410  -0.05
H26 0.410 3.913 -2.338  0.12
H27 0.568 4.106 -0.677  0.10
H28 -1.542 4.853 -0.447  0.11
H29 -2.334 3.841 -1.645  0.11
H30 -2.096 5.970 -2.282  0.10
H31 1.634 0.994 0.853  0.11
H32 0.292 0.670 1.851  0.10
H33 0.089 3.510 1.330  0.11
H34 1.194 3.564 3.647  0.12
H35 1.671 1.764 3.525  0.12
H36 -1.933 3.218 0.595  -0.02
H37 -3.009 1.507 -0.412  0.02
C23 -2.074 -5.192 6.526  -0.02
C24 -1.394 -5.815 5.334  -0.49
O10 -1.459 -5.310 4.234  0.05
C25 -0.630 -7.093 5.566  -0.02
H38 -2.585 -4.281 6.217  0.08
H39 -2.809 -5.884 6.940  0.09
H40 -1.334 -4.938 7.287  0.09
H41 -1.302 -7.867 5.938  0.09
H42 0.173 -6.921 6.285  0.09
H43 -0.193 -7.428 4.627  0.08
C26 -8.096 2.087 -4.221  -0.02
C27 -6.736 1.776 -3.650  -0.49
O11 -5.722 2.175 -4.182  0.05
C28 -6.687 0.948 -2.390  -0.02
H44 -7.981 2.686 -5.123  0.08
H45 -8.613 1.161 -4.478  0.09
H46 -8.685 2.652 -3.497  0.09
H47 -7.142 -0.029 -2.566  0.09
H48 -7.214 1.464 -1.584  0.09
H49 -5.647 0.807 -2.103  0.04
C29 7.042 -0.805 2.398  -0.02
C30 6.833 -2.006 1.509  -0.51
O12 6.144 -2.938 1.859  0.05
C31 7.517 -1.996 0.164  -0.02
H50 6.496 -0.948 3.330  0.07
H51 8.103 -0.690 2.627  0.09
H52 6.668 0.094 1.906  0.09
H53 8.598 -1.934 0.295  0.09
H54 7.164 -1.149 -0.427  0.08
H55 7.281 -2.917 -0.367  0.08
C32 3.976 -3.750 5.281  -0.02
C33 3.749 -2.431 5.974  -0.51
O13 2.676 -1.870 5.928  0.05
C34 4.914 -1.838 6.725  -0.02
H56 3.058 -4.058 4.782  0.08
H57 4.765 -3.648 4.533  0.08
H58 4.251 -4.514 6.010  0.09
H59 5.744 -1.655 6.041  0.08
H60 5.231 -2.517 7.519  0.09
H61 4.612 -0.893 7.173  0.08
C35 -2.941 6.431 3.786  -0.02
C36 -3.362 5.062 3.319  -0.49
O14 -2.627 4.369 2.645  -0.03
C37 -4.733 4.585 3.722  -0.01
H62 -1.936 6.644 3.425  0.08
H63 -3.624 7.185 3.392  0.09
H64 -2.938 6.468 4.877  0.09
H65 -5.493 5.259 3.324  0.09
H66 -4.807 4.542 4.809  0.09
H67 -4.902 3.588 3.318  0.08